{"formula": "C36H82N10O15S", "method": "ωB97M-V/def2-TZVPD", "symbols": ["O", "S", "O", "O", "C", "C", "O", "H", "H", "H", "H", "C", "N", "C", "C", "O", "H", "H", "H", "H", "H", "H", "H", "C", "N", "C", "C", "O", "H", "H", "H", "H", "H", "H", "H", "C", "N", "C", "C", "O", "H", "H", "H", "H", "H", "H", "H", "C", "N", "C", "C", "O", "H", "H", "H", "H", "H", "H", "H", "C", "N", "C", "C", "O", "H", "H", "H", "H", "H", "H", "H", "C", "N", "C", "C", "O", "H", "H", "H", "H", "H", "H", "H", "C", "N", "C", "C", "O", "H", "H", "H", "H", "H", "H", "H", "C", "N", "C", "C", "O", "H", "H", "H", "H", "H", "H", "H", "C", "N", "C", "C", "O", "H", "H", "H", "H", "H", "H", "H", "C", "N", "C", "C", "O", "H", "H", "H", "H", "H", "H", "H", "C", "C", "C", "O", "C", "H", "H", "H", "H", "H", "H", "H", "H"], "xyz": [[0.336171, -5.658132, 3.460912], [-0.141169, -5.208086, 4.735392], [0.523787, -5.682435, 5.908968], [-0.411668, -3.615189, 4.791527], [-1.716460, -3.282630, 4.300302], [-2.428389, -4.602724, 4.079303], [-1.714553, -5.546426, 4.865140], [-2.200944, -2.696326, 5.080457], [-1.684197, -2.710429, 3.373251], [-2.504713, -4.890908, 3.028503], [-3.464864, -4.507696, 4.402363], [0.230831, -0.418706, 5.088872], [-1.106148, 0.144322, 5.139956], [-1.991438, 0.041931, 4.134109], [-3.389707, 0.528892, 4.450835], [-1.687346, -0.463655, 3.057521], [0.221409, -1.362483, 4.541093], [0.654602, -0.497272, 6.080322], [0.856758, 0.196075, 4.434275], [-1.452614, 0.487857, 6.017777], [-3.643083, 0.263501, 5.476371], [-4.100579, 0.115662, 3.747142], [-3.394643, 1.617756, 4.362235], [0.422254, -3.630890, 8.625268], [0.216519, -2.742162, 9.746233], [0.870457, -1.574776, 9.921909], [1.811203, -1.021916, 8.890413], [0.629592, -0.888436, 10.906732], [1.466544, -3.783083, 8.358682], [-0.169873, -3.373679, 7.742414], [0.095749, -4.640093, 8.883825], [-0.569328, -2.889649, 10.362283], [2.665121, -0.533154, 9.352607], [1.333915, -0.242577, 8.296124], [2.196500, -1.801098, 8.230146], [-6.437567, -4.745973, 4.080827], [-6.873915, -3.564169, 4.807472], [-6.025961, -2.754821, 5.456380], [-6.617051, -1.608490, 6.228446], [-4.798319, -2.897106, 5.436072], [-7.133562, -5.093445, 3.320461], [-6.290344, -5.575402, 4.774136], [-5.495357, -4.580954, 3.559946], [-7.830564, -3.285036, 4.688179], [-5.985973, -1.388890, 7.082524], [-7.625969, -1.801273, 6.596878], [-6.710365, -0.781497, 5.518687], [-0.005338, -6.321018, 0.723193], [-0.807872, -7.521707, 0.694052], [-0.709015, -8.579740, 1.531485], [0.480224, -8.676976, 2.468730], [-1.554142, -9.470968, 1.532553], [0.725709, -6.291696, -0.092016], [0.536422, -6.186927, 1.653587], [-0.634850, -5.436656, 0.600622], [-1.521099, -7.593390, -0.012567], [1.331959, -8.026225, 2.306202], [0.760756, -9.724671, 2.337431], [0.186991, -8.590636, 3.514943], [-2.627283, -2.475694, 8.136180], [-3.281558, -3.715408, 7.785110], [-3.312372, -4.817217, 8.568380], [-3.819711, -6.085438, 7.911700], [-2.883497, -4.872289, 9.715753], [-1.743563, -2.311326, 7.512362], [-2.305294, -2.441688, 9.171521], [-3.341551, -1.672245, 7.944906], [-3.784145, -3.784362, 6.912948], [-4.335407, -6.726663, 8.623190], [-2.959622, -6.637166, 7.526679], [-4.527817, -5.979569, 7.082759], [-4.037206, -11.096374, 3.459464], [-3.079697, -10.126324, 3.904765], [-2.999169, -9.738064, 5.185290], [-2.000882, -8.660759, 5.532172], [-3.745587, -10.173791, 6.044123], [-3.888450, -11.258890, 2.389615], [-5.068302, -10.755469, 3.585498], [-3.890642, -12.063319, 3.946452], [-2.509537, -9.668068, 3.204737], [-2.541310, -7.936794, 6.131116], [-1.625629, -8.163225, 4.637906], [-1.226772, -9.225431, 6.053507], [3.352759, -6.256219, 8.440414], [4.017723, -5.227745, 9.236298], [5.294921, -4.763058, 9.088343], [5.997882, -5.114379, 7.796260], [5.807677, -4.071403, 9.946079], [2.532854, -6.679008, 9.009884], [4.061751, -7.022390, 8.129007], [2.973176, -5.751004, 7.548622], [3.680651, -4.994416, 10.158865], [5.272846, -5.212462, 6.986654], [6.553924, -6.050285, 7.872595], [6.723645, -4.345798, 7.545820], [-2.543096, -2.725206, -0.772847], [-3.260519, -2.070328, 0.307545], [-3.960438, -2.742250, 1.249005], [-4.727928, -1.935453, 2.270708], [-3.998843, -3.969892, 1.299974], [-2.524261, -2.042523, -1.620516], [-3.005788, -3.657761, -1.076749], [-1.515151, -2.930253, -0.463632], [-3.011147, -1.112421, 0.484650], [-4.761120, -0.885688, 1.995551], [-4.221177, -2.102552, 3.217928], [-5.687991, -2.443629, 2.163023], [-7.157651, -9.252606, 1.456168], [-5.866814, -8.641994, 1.724964], [-5.726867, -7.420776, 2.276949], [-4.328568, -6.852227, 2.407123], [-6.662318, -6.793660, 2.743331], [-7.028103, -10.332139, 1.514430], [-7.533532, -8.946691, 0.479061], [-7.863416, -8.951778, 2.224512], [-5.094898, -8.936884, 1.148290], [-3.975499, -7.241852, 3.366112], [-4.289528, -5.771748, 2.331642], [-3.661753, -7.269162, 1.644017], [0.569452, -3.441951, 1.074334], [0.337002, -2.023350, 1.237030], [0.991616, -1.031055, 0.590157], [0.410746, 0.357343, 0.746529], [1.914569, -1.229168, -0.192623], [1.520483, -3.658219, 1.567972], [0.703401, -3.730382, 0.029675], [-0.271856, -4.006651, 1.464112], [-0.252446, -1.701400, 1.993641], [0.997480, 1.074140, 0.181065], [0.529375, 0.693517, 1.780036], [-0.627782, 0.345790, 0.424560], [3.872002, -7.901239, 4.592847], [4.217615, -8.882607, 3.455710], [4.015874, -10.193375, 4.209222], [2.836361, -9.997689, 4.984264], [2.689601, -8.608084, 5.300610], [3.670495, -6.896225, 4.230887], [4.723236, -7.927014, 5.275001], [5.257416, -8.845812, 3.131415], [3.524041, -8.791264, 2.621112], [4.819224, -10.340200, 4.945261], [3.930810, -11.074812, 3.575772], [2.923076, -8.577495, 6.366715], [1.753431, -8.155285, 4.988607]], "atomic_forces_ev_per_a": [[-0.161, 0.846, 0.893], [-1.377, -0.390, 0.813], [-0.365, 0.803, -0.655], [1.423, -0.786, -0.230], [-0.507, 0.067, -0.143], [-0.973, 0.269, -0.543], [0.839, -0.521, 0.065], [0.036, 0.024, 0.001], [0.310, 0.028, 0.178], [0.575, -0.107, 0.048], [0.159, -0.295, 0.449], [0.069, 0.324, -1.382], [-0.136, -0.093, 0.470], [-0.183, -0.410, 0.042], [0.497, 0.368, 0.036], [-0.044, 0.099, -0.280], [-0.125, -0.197, 0.549], [0.018, -0.119, 0.052], [0.172, 0.255, 0.411], [0.078, 0.045, 0.077], [-0.204, -0.017, -0.039], [0.012, -0.034, 0.078], [-0.109, -0.008, 0.028], [-0.440, -1.044, -0.081], [0.565, -0.313, -0.861], [-0.531, 1.330, 1.028], [0.693, -0.672, -0.611], [-0.035, -0.024, 0.053], [0.067, 0.455, 0.039], [0.339, 0.138, -0.059], [-0.203, 0.097, 0.226], [0.215, -0.191, 0.116], [-0.096, -0.122, 0.328], [-0.308, -0.144, 0.030], [-0.011, 0.204, -0.155], [0.167, 0.123, 0.170], [0.331, 0.132, -0.320], [-0.039, 0.029, 0.190], [-0.654, -0.026, -0.289], [-0.023, -0.340, -0.066], [-0.191, 0.743, 0.556], [-0.051, 0.035, -0.019], [-0.060, 0.264, 0.087], [-0.092, 0.050, 0.334], [0.156, 0.267, -0.148], [0.033, -0.173, -0.061], [0.261, 0.260, 0.330], [0.322, 0.234, -0.694], [0.258, -0.157, 0.315], [0.062, 0.536, 0.199], [-0.192, -0.721, -0.056], [-0.060, 0.087, -0.188], [-0.047, -0.118, -0.072], [-0.268, -0.336, -0.358], [-0.182, -0.635, -0.066], [-0.157, -0.031, 0.086], [-0.103, 0.092, -0.262], [0.356, 0.098, 0.165], [-0.226, 0.081, -0.130], [-0.488, 0.269, -0.492], [0.120, -0.503, 0.178], [0.265, -0.671, 0.561], [-0.524, -0.280, -0.311], [0.097, 0.473, -0.380], [-0.103, 0.086, -0.019], [-0.283, -0.245, 0.022], [0.165, 0.209, 0.139], [0.097, 0.367, -0.107], [0.258, 0.107, 0.276], [-0.003, 0.122, 0.161], [0.212, 0.443, -0.073], [-0.182, -0.424, -0.507], [0.396, 0.365, -0.404], [-0.811, 0.477, 0.063], [-0.229, -0.657, -0.684], [-0.140, -0.397, 0.366], [0.107, 0.069, 0.050], [0.073, -0.070, 0.267], [-0.153, 0.154, 0.151], [0.049, -0.288, 0.023], [0.363, -0.078, 0.293], [0.224, -0.046, 0.105], [0.252, 0.655, 0.262], [0.450, 1.019, -0.280], [0.322, -0.033, 0.595], [-0.007, -0.107, -0.258], [-0.116, -0.019, -0.230], [0.097, 0.081, 0.037], [-0.010, -0.102, -0.034], [-0.140, -0.180, 0.117], [-0.314, -0.472, -0.135], [-0.275, -0.191, -0.053], [0.129, -0.027, -0.079], [-0.143, -0.083, 0.153], [-0.073, 0.118, 0.113], [0.439, 0.222, 0.183], [-0.195, -0.277, -0.112], [0.645, -0.056, 0.014], [0.515, -0.582, -1.156], [0.090, 0.232, -0.308], [0.058, -0.078, -0.066], [-0.258, 0.016, 0.189], [-0.007, -0.048, -0.170], [-0.230, 0.096, 0.107], [-0.191, 0.054, 0.140], [-0.498, 0.048, 0.249], [-0.266, 0.480, 0.796], [0.271, 0.060, 0.241], [0.390, -0.042, -0.499], [0.083, 0.762, 0.173], [0.248, -1.197, -0.440], [-0.502, -1.109, -0.492], [-0.144, -0.019, -0.183], [-0.122, -0.135, 0.000], [0.017, 0.101, -0.001], [0.050, -0.220, 0.167], [0.193, 0.310, 0.093], [-0.331, -0.162, 0.112], [0.030, 0.013, 0.093], [0.966, 0.721, 0.054], [-0.757, 0.534, 0.306], [0.592, 0.030, -1.424], [0.588, 0.122, 0.638], [-0.286, -0.323, 0.413], [-0.217, -0.660, 0.147], [-0.090, 0.381, -0.069], [0.272, 0.414, 0.408], [-0.223, -0.132, -0.122], [-0.031, -0.232, -0.408], [-0.570, -0.133, 0.072], [-0.068, 0.231, 0.236], [0.172, -0.631, -0.513], [0.190, -0.407, 0.787], [-0.149, 0.438, 0.357], [-1.001, -0.166, -0.705], [1.962, -0.039, 0.108], [-0.060, 0.104, 0.229], [0.041, 0.461, -0.015], [-0.089, 0.391, -0.244], [0.099, -0.073, -0.108], [0.313, -0.105, -0.415], [-0.226, -0.033, 0.100], [-0.907, 0.559, 0.176], [-0.347, -0.424, 0.301]], "mulliken_charge": [-0.1687, 0.1726, -0.4952, 0.0858, 1.3361, 0.8848, 0.1339, -0.0787, -0.9476, -0.2737, -0.5692, 0.1625, -0.0287, 0.4566, -1.2100, -0.5220, -0.0929, -0.2999, 0.3611, 0.2859, 0.3981, -0.0132, 0.4889, -0.5720, 0.0611, 0.6349, -0.8974, -0.6829, 0.2301, -0.2389, 0.2971, 0.3313, 0.3784, 0.0985, 0.3191, -0.6717, -0.0048, 0.5202, -1.4653, -0.5234, 0.5540, 0.3227, -0.2184, 0.2810, 0.2396, 0.4497, 0.3157, -0.5674, 0.0912, 0.3665, -0.3278, -0.8183, 0.1565, 0.1272, 0.3622, 0.3267, 0.3725, 0.4388, -0.2649, -0.7005, 0.5562, 0.9340, -0.5504, -0.6945, 0.0135, 0.4332, 0.1154, -0.2777, 0.5231, -0.2843, 0.0649, -1.0700, 0.1983, 0.4349, 0.8398, -0.7192, 0.3266, 0.2627, 0.3495, 0.1417, -0.5587, -0.7361, 0.4968, -1.1023, -0.0747, 0.6128, -0.9356, -0.6582, 0.4151, 0.4340, 0.2910, 0.2271, 0.2387, 0.2486, 0.3441, -0.7837, -0.1345, 0.1778, -0.0805, -0.6430, 0.3839, 0.2620, 0.1368, 0.2513, 0.6523, -0.5553, 0.3025, -1.0408, -0.1349, 0.1472, 1.1517, -0.6594, 0.3349, 0.3385, 0.3376, 0.2618, -0.0947, -0.9807, 0.2322, -0.5889, 0.4232, 0.6344, -0.6621, -0.6952, 0.6119, 0.5403, -0.7626, -0.1562, 0.3517, 0.0980, 0.1084, -0.4616, -0.4495, -0.5988, -0.4937, 0.5587, 0.3040, 0.2390, 0.3843, 0.1433, 0.3361, 0.3377, 0.3066, -0.6003], "smiles": "O=S1(=O)OCCO1.CNC(C)=O.CNC(C)=O.CNC(C)=O.CNC(C)=O.CNC(C)=O.CNC(C)=O.CNC(C)=O.CNC(C)=O.CNC(C)=O.CNC(C)=O.C1CCOC1", "gap_ev": 9.136}